Molecular formula: C5H7ClFN2
Method: DFT, ωB97M-V/def2-TZVPD

## Properties
Total charge: +1
Multiplicity: 1
Highest occupied orbital energy: -13.881 eV
Orbital gap: 8.438 eV
Total energy: -863.914380 hartree
Strongest force on any atom: 4.65 eV/Å
SMILES string: CC(=N/C=C\F)/[NH+]=C/Cl

CARTESIAN COORDINATES (ANGSTROEM)
C -0.10 -1.46 -0.79
C 0.95 0.36 0.04
C -1.31 -1.53 -0.10
C -1.34 0.61 -0.64
C 2.16 0.86 0.81
N 0.88 -0.83 -0.28
N -0.32 1.10 0.03
F -1.60 -1.25 1.24
Cl -2.99 0.98 -0.07
H -0.11 -1.82 -1.83
H -2.20 -2.01 -0.58
H -1.22 0.40 -1.74
H 2.41 1.91 0.60
H 3.02 0.23 0.53
H 2.07 0.70 1.95
H -0.29 1.74 0.84

Molecular formula: C5H7ClN3O3
Method: DFT, ωB97M-V/def2-TZVPD

## Properties
Total charge: +1
Multiplicity: 1
Highest occupied orbital energy: -14.309 eV
Orbital gap: 9.976 eV
Total energy: -1044.448695 hartree
Strongest force on any atom: 4.44 eV/Å
SMILES string: C[C@]1([N+](=O)[O-])C=C[NH2+]N1C(=O)Cl
ΔE to the lowest compared entry with this formula, charge and spin: 243.6 kJ/mol

CARTESIAN COORDINATES (ANGSTROEM)
C 1.48 -0.38 0.49
C 0.81 -1.29 1.30
C -2.02 -0.13 -0.79
C 0.43 0.35 -0.29
C 0.70 0.89 -1.64
N -0.71 -0.44 -0.15
N 0.34 1.60 0.77
N -0.60 -1.32 0.99
O -2.31 0.90 -1.32
O 1.04 2.52 0.55
O -0.34 1.28 1.67
Cl -3.09 -1.35 -0.33
H 2.58 -0.29 0.60
H 1.34 -2.08 1.85
H -0.24 1.32 -2.09
H 1.25 0.22 -2.41
H 1.47 1.62 -1.75
H -0.97 -2.29 0.72
H -1.17 -1.14 1.84

Molecular formula: C5H7ClO
Method: DFT, ωB97M-V/def2-TZVPD

## Properties
Multiplicity: 1
Highest occupied orbital energy: -9.770 eV
Orbital gap: 10.542 eV
Total energy: -730.115374 hartree
Strongest force on any atom: 2.85 eV/Å
SMILES string: O[C@@H]1C=CC[C@H]1Cl
ΔE to the lowest compared entry with this formula, charge and spin: 48.4 kJ/mol

CARTESIAN COORDINATES (ANGSTROEM)
C 0.86 0.52 -0.43
C -0.49 0.75 -0.99
C -1.34 -0.08 -0.42
C -0.72 -0.92 0.62
C 0.77 -0.66 0.47
H 0.61 2.17 0.73
H 1.61 0.34 -1.19
H -0.79 1.61 -1.62
H -2.42 -0.15 -0.69
H -0.98 -0.56 1.61
H -1.16 -1.96 0.55
H 1.22 -0.55 1.44
O 1.33 1.71 0.25
Cl 1.51 -2.21 -0.32

Molecular formula: C5H7ClO
Method: DFT, ωB97M-V/def2-TZVPD

## Properties
Multiplicity: 1
Highest occupied orbital energy: -9.353 eV
Orbital gap: 10.049 eV
Total energy: -730.016704 hartree
Strongest force on any atom: 4.24 eV/Å
SMILES string: C=C=C(C)Cl.C=O
ΔE to the lowest compared entry with this formula, charge and spin: 307.4 kJ/mol

CARTESIAN COORDINATES (ANGSTROEM)
C 0.09 -1.11 -1.53
C 0.57 -0.05 -0.99
C 1.07 1.17 1.17
C -1.88 -0.89 0.49
C 1.07 0.91 -0.31
O -2.15 0.26 0.59
Cl 1.75 2.25 -1.26
H 0.73 -1.94 -1.63
H 0.63 0.38 1.73
H 0.35 2.16 1.14
H 2.02 1.47 1.56
H -2.36 -1.72 -0.04
H -0.98 -1.48 -1.83
H -0.91 -1.40 0.92

Molecular formula: C5H7ClS2
Method: DFT, ωB97M-V/def2-TZVPD

## Properties
Multiplicity: 1
Highest occupied orbital energy: -8.942 eV
Orbital gap: 8.290 eV
Total energy: -1451.189934 hartree
Strongest force on any atom: 3.98 eV/Å
SMILES string: C[C@]1(Cl)C(=S)C[C@@H]1S
ΔE to the lowest compared entry with this formula, charge and spin: 211.7 kJ/mol

CARTESIAN COORDINATES (ANGSTROEM)
C 1.18 -1.10 0.61
C 0.18 -0.67 -0.50
C -0.91 0.15 0.13
C -0.15 1.48 -0.30
C 0.62 0.57 -1.20
H 1.31 -0.11 1.09
H 0.91 -1.88 1.38
H 2.10 -1.52 0.03
H -1.81 0.21 -0.65
H -2.78 0.01 1.81
H 0.28 2.14 0.47
H -0.71 2.25 -0.93
S -1.26 -0.09 1.92
S 1.38 0.79 -2.53
Cl -0.34 -2.25 -1.34

Molecular formula: C5H7ClSi
Method: DFT, ωB97M-V/def2-TZVPD

## Properties
Multiplicity: 1
Highest occupied orbital energy (alpha / beta): -9.267 / -7.689 eV
Orbital gap (alpha / beta): 8.552 / 6.982 eV
Total energy: -944.173724 hartree
Strongest force on any atom: 3.71 eV/Å
ΔE to the lowest compared entry with this formula, charge and spin: 345.6 kJ/mol

CARTESIAN COORDINATES (ANGSTROEM)
C 0.95 -2.27 -2.23
C 0.70 -1.38 -1.41
C 0.38 -0.41 1.44
C 1.00 0.49 2.22
C -1.79 0.71 -0.66
Si -0.07 -0.06 -0.37
Cl 1.50 0.49 3.88
H 1.35 -2.88 -2.98
H 0.18 -1.27 1.96
H 1.17 1.47 1.63
H -1.83 1.39 -1.52
H -2.49 0.01 -0.99
H -2.03 1.31 0.25
H 0.99 2.39 -1.22